A:
The following is a DFT calculation (ωB97M-V/def2-TZVPD) of a cluster of 3 separate species, C5H14NS2 in total.

Calculated values
Lowest unoccupied orbital energy in eV: -8.737

Structure (ORCA input):
```
! wB97M-V def2-TZVPD RIJCOSX def2/J DEFGRID3
* xyz 1 1
N 2.2473 2.1332 2.8788
C 0.3415 3.3910 -0.5386
C 0.3541 3.1055 -1.8359
S 1.0817 -0.2983 0.1058
S -0.9489 -0.0842 0.0184
C -1.7992 -1.4959 -0.6859
C -1.5277 -2.8476 -0.0098
C -0.2260 -3.4609 -0.7749
H 2.9550 1.8933 3.5637
H 1.9619 1.4455 2.1433
H 1.4392 2.5163 3.3299
H 0.7970 2.7431 0.2396
H -0.1634 4.2397 -0.0545
H -0.1006 3.7880 -2.4739
H 0.6455 2.1036 -1.8929
H -2.8279 -1.1479 -0.4556
H -1.6552 -1.5855 -1.7273
H -1.2802 -2.6372 0.9708
H -2.3156 -3.5293 -0.0124
H 0.0192 -4.2907 -0.0882
H 0.4238 -2.6470 -0.8718
H -0.6101 -3.8571 -1.7390
*
```

---

B:
The following is a DFT calculation (ωB97M-V/def2-TZVPD) of the ion C5H14NS2 with charge +1.

Calculated values
Lowest unoccupied orbital energy in eV: -3.547
Structure (SMILES): CCSSC[C@@H](C)[NH3+]

Structure (ORCA input):
```
! wB97M-V def2-TZVPD RIJCOSX def2/J DEFGRID3
* xyz 1 1
C 0.2872 -4.2289 -1.2871
C 0.5197 -2.9895 -0.4260
S 0.4391 -1.5576 -1.5910
S -0.4256 0.0003 -0.6480
C 0.5912 0.8689 0.6349
C -0.0044 2.2456 0.8367
C 0.2816 3.1611 -0.3198
N -1.4693 2.0247 1.2745
H -0.3783 -4.8673 -0.6733
H 1.1331 -4.8953 -1.4112
H -0.4383 -4.1768 -2.0940
H -0.2815 -2.8232 0.2888
H 1.4991 -3.0755 0.0312
H 0.6421 0.2146 1.5022
H 1.5607 0.9481 0.1474
H 0.4438 2.7146 1.7064
H -0.5260 3.8360 -0.6428
H 0.6063 2.7714 -1.2807
H 1.0054 3.9293 -0.0457
H -2.0523 2.3679 0.5045
H -1.7099 2.4967 2.1441
H -1.7237 1.0349 1.3490
*
```

---

Here is how they stack up, most stable first: B, A.

---

A:
The following is a DFT calculation (ωB97M-V/def2-TZVPD) of a structure of composition C5H13NO3.

Calculated values
Lowest unoccupied orbital energy in eV: 0.739

Structure (ORCA input):
```
! wB97M-V def2-TZVPD RIJCOSX def2/J DEFGRID3
* xyz 0 1
C 0.0679 0.5323 -0.2397
C 0.1323 -0.6201 0.5946
C -1.8369 -0.6760 1.0738
C 2.1521 0.2751 -0.4517
C -0.0591 1.9010 0.3737
N -0.5328 0.3494 -1.4998
O 0.2698 -1.8698 -0.0071
O -2.4732 -1.3093 -0.0318
O 2.9327 -0.7930 0.0316
H 0.1714 -1.7410 -0.9678
H -2.0824 -2.1938 -0.0947
H 2.4277 -1.6112 -0.0936
H 0.6181 -0.5472 1.5578
H -0.6683 1.2122 -2.0128
H -1.4166 -0.1631 -1.4539
H -1.8842 -1.3080 1.9644
H -2.3367 0.2724 1.2636
H 2.5612 1.1934 -0.0312
H 2.2246 0.3270 -1.5448
H -1.1077 2.1938 0.4743
H 0.4119 1.9297 1.3572
H 0.4282 2.6461 -0.2623
*
```

---

B:
The following is a DFT calculation (ωB97M-V/def2-TZVPD) of a cluster of 3 separate species, C5H13NO3 in total.

Calculated values
Lowest unoccupied orbital energy in eV: 0.277
Structure (SMILES): C=CC[C@@H](N)C=O.O.O

Structure (ORCA input):
```
! wB97M-V def2-TZVPD RIJCOSX def2/J DEFGRID3
* xyz 0 1
C 1.6969 -0.9535 -2.0615
C 0.9377 -0.7370 -0.9924
C -0.5562 -0.9584 -1.0091
C -1.2686 0.1832 -0.2642
N -2.7358 0.1468 -0.3935
C -1.0169 0.1312 1.2384
O -0.4815 -0.8176 1.7645
H 2.7488 -0.8431 -2.0251
H 1.3309 -1.3055 -3.0185
H 1.3431 -0.4150 -0.0242
H -0.9865 -1.0467 -2.0666
H -0.7825 -1.9330 -0.5327
H -0.9135 1.1687 -0.6776
H -3.0679 -0.6943 -0.1734
H -3.0198 0.4348 -1.3459
H -1.3813 1.0158 1.8254
O 0.8208 1.9346 1.0368
H 0.8933 2.7254 1.6228
H 1.4330 2.1359 0.3185
O 2.0488 -0.0600 2.3617
H 1.3819 -0.7373 2.5076
H 1.5754 0.6250 1.9091
*
```

---

Here is how they stack up, most stable first: B, A.

---

A:
The following is a DFT calculation (ωB97M-V/def2-TZVPD) of an isolated molecule of C5H13NO3.

Calculated values
Lowest unoccupied orbital energy in eV: 0.846
Structure (SMILES): CC(C)COC(N)(O)O

Structure (ORCA input):
```
! wB97M-V def2-TZVPD RIJCOSX def2/J DEFGRID3
* xyz 0 1
C -2.2894 -0.0439 0.1871
C -1.1490 -0.5485 -0.7013
C -0.8685 0.3946 -1.8674
C 0.3301 -1.3214 -0.1647
O 1.4506 -0.5621 -0.2884
C 1.6578 0.6046 0.8366
N 2.0494 0.0034 2.0268
O 0.4825 1.2525 0.9275
O 2.6650 1.3490 0.2955
H -3.2155 0.0102 -0.3893
H -2.0594 0.9553 0.5550
H -2.4330 -0.7123 1.0375
H -1.5535 -1.4634 -1.1466
H -0.5252 1.3620 -1.4941
H -1.7571 0.5457 -2.4816
H -0.1016 -0.0130 -2.5277
H 0.3966 -2.1574 -0.8636
H 0.1117 -1.6198 0.8706
H 2.8935 -0.5541 1.9338
H 1.7704 0.4077 2.9032
H -0.2772 0.5532 0.9665
H 2.4219 1.5576 -0.6152
*
```

---

B:
The following is a DFT calculation (ωB97M-V/def2-TZVPD) of a structure of composition C5H13NO3.

Calculated values
Lowest unoccupied orbital energy in eV: 0.488

Structure (ORCA input):
```
! wB97M-V def2-TZVPD RIJCOSX def2/J DEFGRID3
* xyz 0 1
C -0.3256 -0.6775 -0.3018
C 0.5301 0.3807 0.2111
C -1.4355 -0.8187 1.3001
C 1.5958 0.5169 -1.4167
C 0.0046 1.7661 0.4673
N -1.2736 -0.4809 -1.3317
O 0.3223 -1.9030 -0.3585
O 1.4164 0.0010 1.2143
O -1.0290 -0.5004 2.6100
H 0.0467 -2.3430 -1.1740
H 1.6407 -0.9360 1.0687
H -0.0701 -0.3576 2.6410
H -1.1856 -1.0550 -2.1658
H -1.3821 0.4544 -1.7040
H -2.3600 -0.2737 1.1040
H -1.6579 -1.8902 1.2609
H 1.8216 -0.3976 -1.9669
H 1.1445 1.2656 -2.0690
H 2.5421 0.8825 -1.0151
H -0.5213 1.8093 1.4249
H -0.6658 2.0911 -0.3283
H 0.8419 2.4661 0.5294
*
```

---

Here is how they stack up, most stable first: A, B.

---

A:
The following is a DFT calculation (ωB97M-V/def2-TZVPD) of a structure of composition C4H7N2P.

Calculated values
Lowest unoccupied orbital energy in eV: 0.481

Structure (ORCA input):
```
! wB97M-V def2-TZVPD RIJCOSX def2/J DEFGRID3
* xyz 0 1
C 2.3079 0.4763 -0.0166
C 1.8457 -0.8432 0.0757
C 1.1577 1.2464 -0.1132
C -2.4136 -0.1585 0.4197
N 0.5321 -0.7662 0.0681
N 0.1085 0.4549 0.0127
P -1.8282 0.2678 -1.1078
H 3.3424 0.7217 -0.3008
H 2.2772 -1.8144 0.3234
H 1.2246 2.3149 0.0072
H -1.7255 -0.5695 1.3122
H -3.4700 -0.1685 0.6582
H -3.1885 0.3348 -1.7972
H -0.1701 -1.4964 0.4584
*
```

---

B:
The following is a DFT calculation (ωB97M-V/def2-TZVPD) of a cluster of 2 separate species, C4H7N2P in total.

Calculated values
Lowest unoccupied orbital energy (alpha / beta) in eV: -0.512 / -0.514

Structure (ORCA input):
```
! wB97M-V def2-TZVPD RIJCOSX def2/J DEFGRID3
* xyz 0 1
C -1.8058 -0.5150 -0.0171
C -2.4521 0.6931 0.4258
C -0.4854 -0.3139 -0.1113
C -1.4707 1.5866 0.6852
N -0.2514 1.0877 0.3560
N 2.7029 -1.0529 -0.8282
P 1.2996 1.5575 0.6569
H -2.3907 -1.3999 -0.4275
H -3.5219 0.8930 0.5533
H 0.2734 -0.8050 -0.6832
H -1.6979 2.5871 1.0332
H 3.4042 -1.3081 -0.2028
H 1.9892 -1.6472 -0.7574
H 3.3520 -0.8997 -1.5463
*
```

---

C:
The following is a DFT calculation (ωB97M-V/def2-TZVPD) of a cluster of 2 separate species, C4H7N2P in total.

Calculated values
Lowest unoccupied orbital energy (alpha / beta) in eV: -0.868 / -0.351

Structure (ORCA input):
```
! wB97M-V def2-TZVPD RIJCOSX def2/J DEFGRID3
* xyz 0 1
C -0.8591 1.9164 0.6300
C 0.2570 1.1842 0.6182
C -0.5728 1.2307 -1.4270
C 1.0333 -0.5661 -1.0402
N -1.3066 1.9764 -0.7238
N 0.3692 0.5642 -0.6919
P -0.2426 -2.2729 1.0045
H -1.1171 2.7023 1.3711
H 0.8774 0.7737 1.4547
H -0.4607 1.1221 -2.4621
H 1.9794 -0.8975 -0.5532
H 0.9272 -0.9583 -1.9939
H 0.5486 -3.4504 1.1185
H -0.8657 -3.0509 0.1615
*
```

---

Here is how they stack up, most stable first: B, A, C.

---

A:
The following is a DFT calculation (ωB97M-V/def2-TZVPD) of a structure of composition C25H17N8O7W.

Calculated values
Lowest unoccupied orbital energy (alpha / beta) in eV: -4.235 / -4.883
Expectation value of S²: 2.014

Structure (ORCA input):
```
! wB97M-V def2-TZVPD RIJCOSX def2/J DEFGRID3
* xyz 1 3
W -0.0008 -0.5484 0.0053
O 3.3857 1.6556 4.3654
C 2.5992 0.7046 4.8454
O 2.6182 0.3512 5.9902
C 1.6636 0.0380 3.8855
C 0.8116 -0.9965 4.2333
N 0.1153 -1.3384 3.1396
N 0.4651 -0.5785 2.1003
C 1.4031 0.2553 2.5313
C 1.9205 1.1586 1.4680
O 2.7818 1.9775 1.6520
O 1.2905 0.9440 0.3243
H 3.2666 1.8250 3.4069
H 0.6780 -1.4856 5.1841
H -0.6007 -2.0403 3.0219
C -3.4093 3.0649 6.6246
O -3.9185 3.9334 5.6237
C -4.5823 3.3883 4.5853
C -5.1345 4.2927 3.6737
C -5.8510 3.8320 2.5934
C -5.9759 2.4616 2.3604
C -5.4479 1.5622 3.2760
C -4.7605 2.0200 4.3933
N -6.7573 2.0915 1.2223
N -6.4271 1.1745 0.4617
C -5.1741 0.4948 0.5833
C -5.1647 -0.8645 0.7589
C -3.9636 -1.6037 0.8076
C -2.7759 -0.9535 0.6356
O -1.5467 -1.5449 0.6632
C -2.7733 0.4249 0.3694
N -1.5397 0.9649 0.1203
C -1.4390 2.2580 -0.1390
C -2.5671 3.0843 -0.1811
C -3.8131 2.5557 0.0440
C -3.9514 1.1826 0.3411
H -2.9375 3.7038 7.3639
H -2.6651 2.3798 6.2106
H -4.2125 2.4948 7.0961
H -5.0171 5.3514 3.8612
H -6.3301 4.5232 1.9110
H -5.6027 0.4990 3.1525
H -4.3910 1.3051 5.1138
H -6.1096 -1.3787 0.8783
H -3.9823 -2.6729 0.9727
H -0.4439 2.6374 -0.3322
H -2.4391 4.1331 -0.4056
H -4.6906 3.1851 -0.0168
N -1.3046 -1.1490 -3.4950
C -0.4274 -1.2345 -2.5139
O 0.1416 -0.1724 -2.0475
C -0.1664 -2.4788 -1.8438
C -1.0599 -3.5783 -1.9336
N -1.8434 -4.4153 -2.0235
C 0.9476 -2.4580 -0.9958
N 1.7965 -2.1342 -0.2541
H -1.5042 -0.2475 -3.8987
H -1.7075 -1.9771 -3.9064
*
```

---

B:
The following is a DFT calculation (ωB97M-V/def2-TZVPD) of a structure of composition C25H17N8O7W.

Calculated values
Lowest unoccupied orbital energy (alpha / beta) in eV: -4.813 / -5.768
Expectation value of S²: 2.066

Structure (ORCA input):
```
! wB97M-V def2-TZVPD RIJCOSX def2/J DEFGRID3
* xyz 1 3
W -0.1716 2.2646 -1.4110
O 5.5767 4.6520 -0.9366
C 4.4526 4.8227 -1.6721
O 4.2100 5.8744 -2.1786
C 3.5871 3.6301 -1.8131
C 3.9194 2.2380 -1.3709
N 2.8774 1.4606 -1.9605
N 1.7508 2.3189 -2.0942
C 2.2701 3.5920 -2.1316
C 1.2007 4.6340 -2.3014
O 1.3151 5.7898 -2.5016
O -0.0394 4.0301 -2.1464
H 5.5862 3.8185 -0.4509
H 4.9054 1.8350 -1.5809
H 2.6449 0.6416 -1.4101
C 0.7605 -3.9055 4.5159
O -0.1821 -2.9218 4.0799
C -1.0040 -3.2129 3.0824
C -1.0569 -4.4545 2.4323
C -1.9649 -4.6384 1.4157
C -2.7818 -3.5823 0.9861
C -2.7619 -2.3511 1.6817
C -1.8871 -2.1774 2.7124
N -3.5981 -3.8509 -0.0940
N -4.1197 -2.9636 -0.7828
C -3.6251 -1.7535 -1.1155
C -4.5300 -0.6879 -1.3035
C -4.1044 0.5994 -1.4959
C -2.7250 0.8903 -1.5218
O -2.2558 2.0645 -1.6808
C -1.7936 -0.2206 -1.5121
N -0.4927 0.1063 -1.7724
C 0.3793 -0.8665 -1.9907
C 0.0215 -2.2104 -1.9145
C -1.2647 -2.5509 -1.5815
C -2.2171 -1.5397 -1.3730
H 1.3273 -3.4341 5.3109
H 1.4298 -4.1822 3.7008
H 0.2479 -4.7861 4.9041
H -0.4089 -5.2649 2.7288
H -2.0478 -5.5900 0.9061
H -3.4494 -1.5560 1.4281
H -1.8445 -1.2521 3.2700
H -5.5859 -0.9145 -1.2283
H -4.8021 1.4198 -1.5911
H 1.3843 -0.5794 -2.2642
H 0.7678 -2.9648 -2.1165
H -1.5526 -3.5919 -1.5209
N 0.6001 3.7953 1.0788
C 0.4689 2.4951 0.5700
O -0.7958 2.0189 0.4202
C 1.5472 1.5064 0.9469
C 2.8042 1.8684 0.6713
N 3.8382 2.2629 0.2178
C 1.2127 0.1570 1.2339
N 0.8772 -0.9320 1.4099
H -0.2665 4.2073 1.3968
H 1.3659 3.9421 1.7188
*
```

---

Here is how they stack up, most stable first: A, B.

---

A:
The following is a DFT calculation (ωB97M-V/def2-TZVPD) of a cluster of 2 separate species, C3H4ClNS in total.

Calculated values
Lowest unoccupied orbital energy in eV: -0.121

Structure (ORCA input):
```
! wB97M-V def2-TZVPD RIJCOSX def2/J DEFGRID3
* xyz 0 1
C 1.5422 0.0588 0.0076
C -0.8603 1.5709 -0.0501
C -0.1905 -1.5128 0.0442
N 0.8722 -0.9357 -0.0505
S -1.8664 0.2852 0.2251
Cl 3.1547 0.3399 -0.1564
H -0.9037 2.3034 0.8243
H -0.6497 1.8200 -1.0836
H -0.6898 -2.0877 -0.7694
H -0.4089 -1.8420 1.0089
*
```

---

B:
The following is a DFT calculation (ωB97M-V/def2-TZVPD) of an isolated molecule of C3H4ClNS.

Calculated values
Lowest unoccupied orbital energy in eV: 0.499
Structure (SMILES): Cl[C@@H]1N=CCS1

Structure (ORCA input):
```
! wB97M-V def2-TZVPD RIJCOSX def2/J DEFGRID3
* xyz 0 1
Cl -2.6041 0.0597 -0.2884
C -1.1597 0.0092 0.7801
N -0.3180 1.0758 0.6193
C 0.7299 0.8351 -0.1035
C 0.9776 -0.5937 -0.6190
S -0.2762 -1.5845 0.2758
H -1.4935 -0.0360 1.9839
H 1.3398 1.6983 -0.3204
H 0.8563 -0.5761 -1.6848
H 1.9478 -0.8879 -0.6428
*
```

---

C:
The following is a DFT calculation (ωB97M-V/def2-TZVPD) of an isolated molecule of C3H4ClNS.

Calculated values
Lowest unoccupied orbital energy (alpha / beta) in eV: -0.188 / -0.187

Structure (ORCA input):
```
! wB97M-V def2-TZVPD RIJCOSX def2/J DEFGRID3
* xyz 0 1
C 0.2428 -0.3946 -1.0520
C 1.2213 -0.6808 -0.1632
C -0.3658 0.7444 1.3095
N -0.7793 0.4147 -0.7543
S 0.8577 -0.4294 1.5209
Cl -2.3197 -0.0369 -1.3600
H 0.2822 -0.8371 -2.0407
H 2.1512 -1.1609 -0.3960
H -0.0722 1.7215 0.9764
H -1.2182 0.6591 1.9593
*
```

---

Here is how they stack up, most stable first: B, C, A.

---

A:
The following is a DFT calculation (ωB97M-V/def2-TZVPD) of an isolated molecule of CH2N2OS2.

Calculated values
Lowest unoccupied orbital energy (alpha / beta) in eV: -1.482 / -1.483

Structure (ORCA input):
```
! wB97M-V def2-TZVPD RIJCOSX def2/J DEFGRID3
* xyz 0 1
C 2.2398 1.0723 -0.0535
N 2.5699 2.0959 0.4130
N -1.4977 0.0774 0.1323
O -0.5492 -2.1855 -0.5255
S 1.6931 -0.3745 -0.6285
S -0.4176 -1.1730 0.4276
H -2.1928 -0.2261 -0.6098
H -1.8455 0.7135 0.8445
*
```

---

B:
The following is a DFT calculation (ωB97M-V/def2-TZVPD) of an isolated molecule of CH2N2OS2.

Calculated values
Lowest unoccupied orbital energy in eV: 0.168

Structure (ORCA input):
```
! wB97M-V def2-TZVPD RIJCOSX def2/J DEFGRID3
* xyz 0 1
C -0.1961 -1.0796 -0.3795
N 0.1597 -1.2692 0.8369
N 0.4854 1.1826 0.4721
O -1.7816 0.9087 -0.7294
S 0.5038 0.0724 1.7652
S -0.3249 0.7032 -0.9583
H -0.2876 -1.8493 -1.1682
H 1.4414 1.3311 0.1612
*
```

---

Here is how they stack up, most stable first: A, B.

---

A:
The following is a DFT calculation (ωB97M-V/def2-TZVPD) of an isolated molecule of C4H4OS2.

Calculated values
Lowest unoccupied orbital energy in eV: -0.563
Structure (SMILES): S=C1CCC(=S)O1

Structure (ORCA input):
```
! wB97M-V def2-TZVPD RIJCOSX def2/J DEFGRID3
* xyz 0 1
S 1.9788 -1.8156 1.2854
C 0.9175 -0.7113 0.6553
C 0.2061 -0.7329 -0.6615
C -0.8241 0.4287 -0.5434
C -0.2940 1.1911 0.6584
S -0.4259 2.7122 1.1476
O 0.5185 0.3164 1.4402
H 0.8597 -0.8024 -1.5629
H -0.2552 -1.7538 -0.6692
H -0.8477 1.0457 -1.3777
H -1.8337 0.1221 -0.3722
*
```

---

B:
The following is a DFT calculation (ωB97M-V/def2-TZVPD) of a structure of composition C4H4OS2.

Calculated values
Lowest unoccupied orbital energy in eV: -0.389

Structure (ORCA input):
```
! wB97M-V def2-TZVPD RIJCOSX def2/J DEFGRID3
* xyz 0 1
C 0.5417 0.5683 1.7492
C -0.3673 -0.2660 0.8695
C 0.2246 -1.6612 0.4236
C -0.4246 0.2712 -0.5336
H 0.2657 1.6439 1.7400
H -1.3764 -0.3314 1.2868
H -0.4610 -2.4888 0.5761
H 1.2102 -1.8822 0.8560
O 1.4979 0.1391 2.3316
S 0.2906 -1.1219 -1.3026
S -1.0073 1.6514 -1.0827
*
```

---

C:
The following is a DFT calculation (ωB97M-V/def2-TZVPD) of a structure of composition C4H4OS2.

Calculated values
Lowest unoccupied orbital energy in eV: 0.080

Structure (ORCA input):
```
! wB97M-V def2-TZVPD RIJCOSX def2/J DEFGRID3
* xyz 0 1
C -0.6990 0.2601 0.0106
C -1.7142 1.1590 0.1076
C 0.3028 1.3630 -0.0770
C -0.8980 -1.2025 -0.0262
O -0.9074 2.2676 0.0556
S -3.4084 0.7790 -0.0518
S -2.7903 -1.2572 0.0260
H 0.8587 1.6746 0.8014
H 0.7990 1.6828 -1.1189
H -0.6035 -1.8255 -0.8256
H -0.4660 -1.7731 0.7804
*
```

---

Here is how they stack up, most stable first: A, B, C.